# CH5NS

CH5NS in the gas phase in a non-equilibrium geometry (ωB97M-V/def2-TZVPD, OMol25).

Output
* HOMO: -9.21 eV
* energy above the lowest of the compared OMol25 structures with the same formula, charge and spin: 13.61 kcal/mol
* total charge: 0
* spin multiplicity: 1
* Kohn-Sham gap: 0.3770 hartree
* SMILES: CNS
* E_tot: -13442.104 eV

Structure (XYZ):
```
8
Properties=species:S:1:pos:R:3:mulliken_charge:R:1
C -0.64832 -0.22123 -0.10223 -0.5882
N 0.52718 0.58873 -0.34205 -0.3680
S 2.01857 -0.09520 0.07062 -0.1962
H -1.27223 -0.29897 -0.98076 0.2776
H -0.39739 -1.21227 0.31269 0.2653
H -1.27445 0.37161 0.64445 0.2036
H 0.81775 0.91173 -1.18366 0.2948
H 2.51624 0.52883 1.15216 0.1111
```